Formula: C19H36F4GeN2O7P2SeTa
Source: OMol25
Level of theory: wB97M-V/def2-TZVPD

Structure (XYZ):
```
73
Properties=species:S:1:pos:R:3:forces:R:3:lowdin_charge:R:1
Ta 0.57102 0.61602 0.35187 -2.332 0.479 0.088 1.82
C 0.88532 -3.04123 1.13237 0.001 -0.069 -0.219 -0.05
C 0.50661 -2.12255 2.25823 -0.041 0.118 0.190 -0.21
N -0.32891 -0.91956 1.87056 0.248 -0.279 0.097 -0.26
C -1.76259 -1.35387 1.60354 0.103 0.000 -0.045 -0.26
C -2.51505 -1.97656 2.76688 -0.049 -0.008 0.066 -0.04
C -0.29598 -0.03765 3.07651 0.084 0.010 0.093 -0.18
C -0.96983 1.28756 2.81469 -0.086 0.000 -0.180 -0.14
N -0.75126 1.66094 1.39392 0.176 0.342 0.292 -0.14
C -1.32920 2.89614 0.99898 0.241 -0.318 0.027 -0.14
C -1.22514 3.13979 -0.35437 -0.116 0.200 0.012 -0.13
F -0.54180 2.14101 -1.01790 0.167 0.020 -0.155 -0.06
C -1.71442 4.24591 -1.00266 -0.010 -0.009 -0.002 -0.19
F -1.56038 4.36716 -2.30961 0.003 -0.005 -0.005 0.15
C -2.35694 5.20619 -0.24051 0.007 -0.002 0.005 0.14
C -2.46113 5.00768 1.12434 -0.030 0.029 0.042 -0.18
F -3.05466 5.91132 1.87376 -0.003 -0.001 0.002 0.17
C -1.95347 3.87579 1.76602 -0.088 -0.012 -0.136 -0.13
F -2.09325 3.76941 3.08045 0.004 -0.009 0.034 0.14
H 1.46773 -3.87231 1.53032 -0.018 0.011 0.036 0.11
H 0.01879 -3.47347 0.63109 -0.006 -0.005 0.006 0.07
H 1.52421 -2.54319 0.39629 -0.002 0.033 -0.005 0.07
H -0.04993 -2.65609 3.02748 -0.010 -0.019 -0.021 0.13
H 1.39803 -1.73579 2.74540 0.049 -0.027 -0.055 0.11
H -2.29606 -0.48120 1.22934 -0.018 0.018 0.028 0.09
H -1.71850 -2.07278 0.78936 0.003 -0.048 -0.020 0.06
H -2.61383 -1.32327 3.63272 -0.021 0.013 -0.028 0.09
H -3.52860 -2.18001 2.41962 0.016 -0.009 -0.023 0.11
H -2.09950 -2.92904 3.09054 0.006 0.011 -0.004 0.09
H -0.74948 -0.54595 3.92560 -0.025 -0.012 -0.019 0.14
H 0.75031 0.10296 3.33563 -0.003 0.120 0.020 0.10
H -2.04517 1.27694 2.99416 -0.015 -0.149 0.011 0.15
H -0.53723 2.03789 3.47435 -0.040 0.047 0.011 0.14
H -2.76720 6.09796 -0.69736 0.001 0.000 0.001 0.17
C 4.08386 3.60018 0.52341 -0.285 0.109 -0.012 -0.01
C 3.06170 2.48193 0.42038 0.570 -0.055 0.073 -0.55
O 1.68737 2.85237 0.59120 0.320 -0.420 -0.158 -0.10
P 3.29315 1.17591 1.72086 -0.809 -0.639 -0.016 0.64
O 4.67514 0.58028 2.03656 -0.023 -0.203 -0.283 -0.01
O 2.84636 1.84639 3.05522 0.076 0.067 0.146 -0.04
O 2.12679 0.10726 1.40516 1.439 1.328 0.232 -0.39
P 3.21499 1.43007 -1.07828 -0.747 -0.623 -0.073 0.44
O 3.49397 2.18979 -2.39579 0.069 0.219 -0.074 -0.02
O 4.17049 0.40622 -0.61348 -0.034 -0.043 -0.159 -0.24
O 1.67604 0.99099 -1.22598 1.327 -0.154 0.318 -0.44
H 4.06725 4.07006 1.50813 0.004 0.016 -0.003 0.11
H 3.86189 4.35135 -0.23706 0.057 0.025 0.016 0.12
H 5.08839 3.21673 0.33976 -0.001 -0.014 0.007 0.12
H 1.58285 3.76187 0.91018 -0.105 -0.061 0.172 0.16
H 5.11332 0.09583 1.30588 0.003 0.093 0.000 0.14
H 3.46582 1.86413 3.80629 -0.044 -0.005 -0.049 0.15
H 4.37855 2.12101 -2.79578 -0.071 0.007 0.041 0.15
C -2.70602 -2.63694 -4.01996 -0.139 0.124 -0.129 -0.21
Ge -1.33480 -3.59455 -3.04128 -0.154 0.025 0.042 0.77
C -2.09489 -4.55191 -1.53698 -0.076 -0.093 0.169 -0.20
C -0.16902 -4.64750 -4.15538 0.106 -0.136 -0.106 -0.19
C -0.07684 -2.27496 -2.16994 0.184 0.368 0.043 -0.49
Se -1.00316 -0.73264 -1.38627 0.007 -0.215 -0.259 0.99
C -0.93508 0.34178 -3.01384 -0.109 -0.136 0.016 -0.28
H -3.50948 -3.33891 -4.24896 0.034 -0.009 -0.036 0.04
H -2.33539 -2.24487 -4.96794 -0.003 -0.010 0.009 0.04
H -3.16545 -1.82244 -3.45588 0.033 -0.020 0.050 0.02
H -2.76312 -5.33497 -1.89736 0.017 0.004 -0.008 0.04
H -2.69380 -3.89993 -0.89577 0.029 0.021 -0.019 0.02
H -1.32217 -5.03575 -0.93701 -0.008 -0.002 -0.012 0.03
H -0.74750 -5.44783 -4.61814 0.020 0.001 -0.009 0.04
H 0.63390 -5.10471 -3.57746 -0.010 -0.002 -0.001 0.04
H 0.26788 -4.04360 -4.95039 -0.010 -0.003 0.004 0.04
H 0.65740 -1.84006 -2.84893 0.028 -0.058 0.008 0.04
H 0.43973 -2.78619 -1.36933 0.095 -0.077 0.054 -0.02
H -1.18044 -0.38603 -3.78302 -0.013 0.092 -0.094 0.03
H 0.05370 0.76202 -3.16253 0.017 -0.018 0.019 0.04
H -1.70591 1.10151 -2.95189 0.010 0.028 -0.059 0.05
```
Forces are in eV/Å.

As for the net charge: +3. For the gap between HOMO and LUMO, the calculation gives 0.2680 hartree. As for the lowest unoccupied orbital energy: -10.22 eV.



Formula: C19H37AlBrSi4
Source: OMol25
Level of theory: wB97M-V/def2-TZVPD

Structure (XYZ):
```
62
Properties=species:S:1:pos:R:3:forces:R:3:lowdin_charge:R:1
C -0.02040 -2.92068 1.83174 0.049 -0.232 1.349 -0.21
C 0.80099 -1.75739 2.06505 -0.413 -0.469 1.521 -0.25
C -0.01387 -0.81913 2.79133 0.520 -0.441 0.513 -0.24
H 1.88037 -1.70388 1.94153 -0.340 0.016 -0.156 0.11
C -1.31465 -1.33661 2.90465 0.562 0.126 0.366 -0.14
C -1.32154 -2.64371 2.35817 0.574 -0.610 -0.409 -0.13
H -2.12681 -3.37798 2.47478 0.310 0.490 -0.548 0.12
H 0.38222 -3.91139 1.56464 -0.572 0.831 -0.423 0.13
H 0.36110 0.07490 3.29304 -0.324 -0.107 -0.699 0.08
H -2.11882 -0.87592 3.48242 0.186 -0.134 -0.476 0.11
Al -0.45850 -1.22517 0.45515 -0.070 -0.067 -0.171 -0.04
Br -1.04143 -2.65040 -1.24080 -0.070 0.529 0.031 0.49
C -3.33394 -4.36984 -3.21090 0.335 -0.697 0.342 -0.26
C -3.98129 -5.07461 -2.15333 0.749 -0.135 -0.315 -0.23
C -3.08849 -6.08746 -1.68660 0.147 0.523 -0.605 -0.23
H -4.99079 -4.89223 -1.78849 0.196 -0.012 -0.032 0.04
C -1.89107 -6.00885 -2.45843 -0.632 0.467 -0.115 -0.25
C -2.03966 -4.94552 -3.39861 -0.683 -0.308 0.478 -0.29
H -1.30707 -4.64162 -4.14381 -0.104 -0.037 0.135 0.05
H -3.75756 -3.55365 -3.79375 0.077 -0.111 0.144 0.05
H -3.29731 -6.81313 -0.90241 0.044 0.143 -0.115 0.04
H -1.02627 -6.66403 -2.37081 -0.130 0.130 0.032 0.05
C -2.76704 2.17259 0.18341 -0.190 0.484 0.141 -0.21
Si -1.11562 2.55568 1.02822 0.455 -0.448 -0.532 0.35
C -0.54205 4.29613 0.55018 -0.389 0.359 0.309 -0.22
C -1.35215 2.47791 2.90631 -0.371 0.184 0.064 -0.21
Si 0.49001 1.04924 0.25196 -0.499 -0.589 -0.035 0.40
Si 0.80212 1.08705 -2.04544 -0.120 0.053 0.713 0.32
C 1.65600 2.72783 -2.39425 0.070 -0.015 -0.965 -0.23
C 1.89272 -0.36250 -2.58921 -0.075 -0.036 -0.283 -0.21
C -0.89276 0.98125 -2.87453 0.151 0.198 -0.399 -0.21
Si 2.56880 1.45451 1.28558 -0.414 -0.161 -0.159 0.38
C 2.92708 3.30863 1.10916 0.464 0.039 0.171 -0.22
C 2.75288 1.09693 3.14645 0.307 0.008 0.070 -0.22
C 3.91090 0.45993 0.38585 0.418 0.227 0.234 -0.22
H -3.49679 2.90428 0.56868 0.006 -0.225 -0.123 0.03
H -3.14606 1.17041 0.41144 0.129 0.112 0.032 0.03
H -2.75071 2.28095 -0.91072 0.145 -0.028 0.360 0.01
H -1.34334 4.97780 0.87341 0.176 0.113 -0.125 0.02
H 0.37975 4.61664 1.05615 -0.280 -0.210 -0.108 0.01
H -0.39618 4.44194 -0.52765 -0.096 -0.193 0.215 0.02
H -1.79261 1.53516 3.26408 0.166 0.217 -0.281 0.01
H -0.43129 2.65002 3.47482 -0.060 0.016 -0.168 0.02
H -2.06343 3.27865 3.16828 0.180 -0.138 0.067 0.03
H 2.66131 2.80268 -1.96336 -0.182 -0.151 -0.063 0.01
H 1.75297 2.77926 -3.49215 0.149 0.316 0.200 0.03
H 1.07643 3.59526 -2.06070 0.023 -0.198 -0.035 0.01
H 1.42525 -1.33614 -2.37405 -0.008 0.357 -0.086 0.00
H 2.03308 -0.29592 -3.68000 -0.015 -0.095 0.197 0.03
H 2.88812 -0.37514 -2.13308 -0.186 0.155 -0.027 0.00
H -1.44329 0.06806 -2.61568 0.250 0.114 -0.014 0.00
H -1.54080 1.84055 -2.64972 0.291 -0.149 -0.014 0.01
H -0.72396 0.97735 -3.96304 -0.178 -0.061 0.157 0.03
H 2.29163 3.93761 1.74689 0.088 -0.280 -0.095 0.02
H 3.96358 3.44838 1.45812 -0.167 0.111 -0.100 0.03
H 2.86569 3.69841 0.08734 -0.048 -0.169 0.159 0.01
H 2.66447 0.03747 3.41655 -0.057 0.187 -0.146 0.02
H 3.77069 1.40540 3.44089 -0.223 -0.026 -0.089 0.03
H 2.05880 1.66569 3.78022 0.058 -0.090 -0.236 0.02
H 3.75828 -0.62626 0.43436 -0.088 0.237 0.008 0.03
H 4.05081 0.73427 -0.66862 -0.180 0.012 0.282 0.01
H 4.86149 0.68033 0.89927 -0.109 -0.132 -0.142 0.03
```
Forces are in eV/Å.

As for the net charge: -1. For the gap between HOMO and LUMO, the calculation gives 0.1701 hartree. As for the lowest unoccupied orbital energy: 2.22 eV.